{
  "formula": "C30H49IN2O20S",
  "method": "ωB97M-V with the def2-TZVPD basis set",
  "gap_ha": 0.32009,
  "energy_ev": -94771.3647,
  "charge": 0,
  "smiles": "C[C@@H](I)Cc1cc(S)c2c(c1CN)C(=O)NC2=O.COC(=O)OC.COC(=O)OC.COC(=O)OC.COC(=O)OC.COC(=O)OC.COC(=O)OC",
  "homo_energy_ev": -9.1350,
  "symbols": ["C", "C", "I", "C", "C", "C", "C", "S", "C", "C", "C", "C", "N", "C", "O", "N", "C", "O", "H", "H", "H", "H", "H", "H", "H", "H", "H", "H", "H", "H", "H", "C", "O", "C", "O", "O", "C", "H", "H", "H", "H", "H", "H", "C", "O", "C", "O", "O", "C", "H", "H", "H", "H", "H", "H", "C", "O", "C", "O", "O", "C", "H", "H", "H", "H", "H", "H", "C", "O", "C", "O", "O", "C", "H", "H", "H", "H", "H", "H", "C", "O", "C", "O", "O", "C", "H", "H", "H", "H", "H", "H", "C", "O", "C", "O", "O", "C", "H", "H", "H", "H", "H", "H"],
  "coordinates": [[0.654, -1.738, -0.577], [0.853, -1.369, -2.047], [2.734, -2.090, -2.756], [-0.299, -1.873, -2.922], [-1.534, -1.047, -2.609], [-1.548, 0.255, -3.123], [-2.602, 1.141, -2.893], [-2.597, 2.763, -3.604], [-3.655, 0.670, -2.114], [-3.656, -0.620, -1.619], [-2.615, -1.522, -1.849], [-2.727, -2.919, -1.309], [-3.604, -3.694, -2.220], [-4.932, -0.817, -0.859], [-5.229, -1.719, -0.144], [-5.771, 0.324, -1.110], [-4.918, 1.350, -1.656], [-5.163, 2.507, -1.663], [-0.041, -1.020, -0.142], [0.215, -2.721, -0.458], [1.585, -1.661, -0.029], [0.837, -0.287, -2.105], [-0.058, -1.742, -3.973], [-0.489, -2.924, -2.739], [-0.727, 0.605, -3.733], [-1.451, 3.233, -3.093], [-3.203, -2.904, -0.339], [-1.761, -3.404, -1.242], [-3.965, -4.505, -1.732], [-3.044, -4.085, -2.970], [-6.429, 0.035, -1.833], [-7.615, -5.567, -7.741], [-8.098, -4.844, -6.607], [-7.250, -4.806, -5.580], [-6.159, -5.315, -5.548], [-7.816, -4.108, -4.598], [-7.006, -3.986, -3.425], [-8.398, -5.517, -8.491], [-6.708, -5.110, -8.131], [-7.426, -6.607, -7.481], [-6.075, -3.468, -3.646], [-6.796, -4.966, -3.001], [-7.580, -3.404, -2.709], [3.748, 4.769, -0.383], [4.732, 4.189, -1.244], [4.372, 3.023, -1.779], [3.330, 2.453, -1.589], [5.375, 2.586, -2.541], [5.120, 1.323, -3.162], [4.169, 5.703, -0.024], [2.829, 4.971, -0.932], [3.542, 4.113, 0.460], [4.259, 1.388, -3.825], [4.953, 0.554, -2.411], [6.003, 1.073, -3.743], [0.369, 7.985, -5.561], [0.766, 6.636, -5.304], [2.015, 6.508, -4.859], [2.791, 7.407, -4.666], [2.255, 5.213, -4.660], [3.571, 4.926, -4.177], [-0.657, 7.939, -5.913], [0.414, 8.578, -4.650], [0.998, 8.430, -6.329], [3.739, 5.407, -3.219], [4.323, 5.247, -4.894], [3.626, 3.849, -4.066], [3.362, 0.022, 4.659], [2.298, -0.310, 3.762], [1.142, -0.597, 4.354], [0.935, -0.596, 5.541], [0.256, -0.881, 3.402], [-1.052, -1.212, 3.877], [4.233, 0.234, 4.046], [3.114, 0.908, 5.241], [3.584, -0.813, 5.320], [-1.485, -0.378, 4.427], [-1.018, -2.101, 4.503], [-1.654, -1.415, 2.996], [6.866, 0.145, 2.281], [7.098, 0.542, 3.635], [8.313, 0.233, 4.092], [9.176, -0.328, 3.472], [8.399, 0.654, 5.353], [9.659, 0.387, 5.975], [5.851, 0.447, 2.035], [7.561, 0.641, 1.606], [6.950, -0.935, 2.178], [10.463, 0.892, 5.444], [9.849, -0.683, 6.013], [9.588, 0.779, 6.985], [-1.069, -1.353, 7.802], [-2.257, -0.797, 8.379], [-3.172, -1.697, 8.726], [-3.080, -2.890, 8.593], [-4.217, -1.051, 9.246], [-5.285, -1.904, 9.663], [-0.415, -0.524, 7.564], [-0.573, -2.014, 8.512], [-1.304, -1.894, 6.890], [-4.950, -2.588, 10.440], [-5.681, -2.464, 8.819], [-6.058, -1.253, 10.061]],
  "mulliken_charge": [-1.29, -0.16, 0.01, -1.79, 0.86, -0.28, -0.31, -0.29, -0.01, 0.93, 0.58, -1.82, -0.41, -0.13, -0.52, -0.30, 0.03, -0.50, 0.29, 0.25, 0.56, 0.53, 0.60, 0.51, 0.62, 0.17, 0.54, 0.52, 0.26, 0.24, 0.33, -0.63, -0.32, 0.78, -0.55, -0.33, -0.60, 0.22, 0.30, 0.29, 0.23, 0.29, 0.29, -0.64, -0.38, 0.82, -0.53, -0.33, -0.53, 0.23, 0.30, 0.29, 0.28, 0.21, 0.24, -0.65, -0.28, 0.74, -0.55, -0.27, -0.30, 0.22, 0.30, 0.29, 0.21, 0.35, -0.03, -0.40, -0.23, 0.71, -0.57, -0.21, -0.63, -0.08, 0.31, 0.32, 0.34, 0.30, 0.14, -0.72, -0.25, 0.76, -0.53, -0.32, -0.64, 0.19, 0.35, 0.34, 0.30, 0.30, 0.22, -0.46, -0.32, 0.77, -0.54, -0.32, -0.63, 0.24, 0.34, 0.14, 0.29, 0.29, 0.22]
}